No. 1
ORCA calculation (the ωB97M-V functional and the def2-TZVPD basis) on 2 unconnected molecules or ions with the total composition C2H8N5 at a distorted geometry.

ORCA input file:
```
! RIJCOSX wB97M-V def2-TZVPD def2/J DEFGRID3
* xyz 1 1
C 3.9857 -0.0337 -0.5237
C -4.3864 -0.1256 -0.6951
N -2.1745 0.2362 0.2082
N -1.0825 0.0652 0.5200
N -3.2229 0.4937 -0.1798
N 2.7843 0.3881 -0.4910
N 1.7690 0.1278 0.3023
H 4.4864 -0.6746 0.2005
H 4.5206 0.3203 -1.3267
H -4.1726 -0.6743 -1.6328
H -4.6433 -0.8397 0.0920
H -5.1522 0.6537 -0.6833
H 1.9996 -0.3824 1.1453
H 2.3212 0.9332 -1.2356
H 0.7337 0.3614 0.2101
*
```

Properties
Kohn-Sham gap in eV: 8.67
DFT total energy in eV: -9643.0363
HOMO in eV: -12.84
Maximum force in hartree/bohr: 0.07741
Relative energy (zero: lowest compared OMol25 entry of this formula, charge and spin) in kcal/mol: 114.0

Here are the Löwdin charges for atoms 1 to 8, given in e: number 1, C, carries 0.16; number 2, C, carries -0.05; number 3, N, carries -0.22; number 4, N, carries 0.13; number 5, N, carries 0.02; number 6, N, carries -0.06; number 7, N, carries 0.10; number 8, H, carries 0.13

---

No. 2
ORCA calculation (the ωB97M-V functional and the def2-TZVPD basis) on a molecular structure, C2H8N5 at a distorted geometry.

ORCA input file:
```
! RIJCOSX wB97M-V def2-TZVPD def2/J DEFGRID3
* xyz 1 1
C 1.0929 -0.6182 0.1203
C -1.4169 -1.0578 -0.7582
N 1.4167 -1.7849 0.0751
N 1.6382 0.5170 -0.0190
N -0.8488 -0.3828 0.1690
N -1.4810 0.5603 0.8945
N 1.0061 1.6455 -0.5267
H -0.7134 -1.6966 -1.3212
H -2.4868 -1.0584 -0.9572
H 0.7574 -2.5555 0.3043
H 2.6027 0.5676 0.0626
H -1.0535 0.9648 1.6601
H -2.5348 0.5314 1.0399
H 1.5556 2.3078 -0.9350
H 0.4657 2.0597 0.1917
*
```

Properties
Kohn-Sham gap in eV: 10.10
DFT total energy in eV: -9643.4592
HOMO in eV: -13.84
Maximum force in hartree/bohr: 0.07102
Relative energy (zero: lowest compared OMol25 entry of this formula, charge and spin) in kcal/mol: 104.2

Here are the Löwdin charges for atoms 1 to 8, given in e: number 1, C, carries -0.27; number 2, C, carries 0.08; number 3, N, carries 0.22; number 4, N, carries 0.03; number 5, N, carries -0.12; number 6, N, carries 0.08; number 7, N, carries 0.10; number 8, H, carries 0.10

---

No. 3
ORCA calculation (the ωB97M-V functional and the def2-TZVPD basis) on a molecular structure, C2H8N6 at a distorted geometry.

ORCA input file:
```
! RIJCOSX wB97M-V def2-TZVPD def2/J DEFGRID3
* xyz 0 1
C -0.4151 0.2521 0.1009
C 2.4935 -0.2384 -1.9802
H -0.0145 -1.5225 2.0661
H -0.9843 -2.4156 1.0445
H -1.7340 -0.1798 1.5812
H 1.2586 -1.2190 -0.3128
H 2.7513 -1.1966 -1.5004
H 2.8256 0.2596 -2.9978
H -1.4115 2.6339 1.6669
H -2.5760 2.6114 -0.0973
N -0.3747 -1.6552 1.0707
N -1.1972 -0.6290 0.7861
N 0.6479 -0.3481 -0.5865
N 1.3831 0.3115 -1.5364
N -0.7027 1.5257 -0.1009
N -1.9499 1.8100 0.7958
*
```

Properties
Kohn-Sham gap in eV: 8.93
DFT total energy in eV: -11137.1303
HOMO in eV: -8.22
Maximum force in hartree/bohr: 0.11492
Relative energy (zero: lowest compared OMol25 entry of this formula, charge and spin) in kcal/mol: 159.8

Here are the Löwdin charges for atoms 1 to 8, given in e: number 1, C, carries -0.47; number 2, C, carries -0.06; number 3, H, carries 0.13; number 4, H, carries 0.07; number 5, H, carries 0.14; number 6, H, carries 0.16; number 7, H, carries 0.05; number 8, H, carries 0.10

---

No. 4
ORCA calculation (the ωB97M-V functional and the def2-TZVPD basis) on C2H8N6 in the gas phase at a distorted geometry.

ORCA input file:
```
! RIJCOSX wB97M-V def2-TZVPD def2/J DEFGRID3
* xyz 0 1
C -1.7888 -0.6094 0.9939
N -1.7811 -1.0782 -0.1923
N -0.7313 -0.7771 -1.0590
C 0.3583 -0.2694 -0.4652
N 0.1889 1.0409 -0.0454
N -0.9936 1.8197 -0.1851
N 1.6724 -0.9107 -0.3366
N 2.6597 -0.1228 0.4228
H -1.1231 -0.2018 1.8335
H -2.7263 -0.9987 1.5033
H -0.8801 -1.4577 -1.8691
H -1.5645 1.5333 -0.8957
H -0.3860 2.6874 -0.7679
H 1.4068 -1.5574 0.5896
H 2.3477 0.7001 0.8140
H 3.3409 0.2018 -0.3408
*
```

Properties
Kohn-Sham gap in eV: 9.55
DFT total energy in eV: -11137.8394
HOMO in eV: -8.60
Maximum force in hartree/bohr: 0.14824
Relative energy (zero: lowest compared OMol25 entry of this formula, charge and spin) in kcal/mol: 143.4

Here are the Löwdin charges for atoms 1 to 8, given in e: number 1, C, carries -0.11; number 2, N, carries -0.04; number 3, N, carries -0.04; number 4, C, carries -0.43; number 5, N, carries -0.07; number 6, N, carries -0.02; number 7, N, carries -0.05; number 8, N, carries -0.04

---

No. 5
ORCA calculation (the ωB97M-V functional and the def2-TZVPD basis) on C2H8N6S in the gas phase at a distorted geometry.

ORCA input file:
```
! RIJCOSX wB97M-V def2-TZVPD def2/J DEFGRID3
* xyz 0 1
N 0.7253 0.1582 2.1000
N 0.0843 1.0209 1.2623
C 0.5735 1.0010 -0.0745
N -0.3246 0.2235 -1.0059
N -1.0394 -0.9316 -0.5490
C 0.5975 0.1370 -2.2066
N 1.9294 0.1023 -1.7425
N 1.9642 0.4753 -0.5226
S 3.3460 0.4149 0.3646
H 1.6987 0.2389 2.2856
H 0.1549 -0.6512 2.4288
H 0.0050 1.9209 1.7265
H 0.5598 2.0770 -0.4694
H -0.9948 -0.9441 0.4675
H -2.0489 -0.8253 -0.7415
H 0.3214 1.0317 -2.7185
H 0.4867 -0.6803 -2.8812
*
```

Properties
Kohn-Sham gap (alpha / beta) in eV: 8.12 / 8.12
DFT total energy in eV: -21974.6972
HOMO (alpha / beta) in eV: -8.35 / -8.35
Maximum force in hartree/bohr: 0.07029
Relative energy (zero: lowest compared OMol25 entry of this formula, charge and spin) in kcal/mol: 5.7

Here are the Löwdin charges for atoms 1 to 8, given in e: number 1, N, carries -0.05; number 2, N, carries -0.09; number 3, C, carries -0.29; number 4, N, carries -0.15; number 5, N, carries 0.04; number 6, C, carries -0.19; number 7, N, carries 0.03; number 8, N, carries -0.60

---

No. 6
ORCA calculation (the ωB97M-V functional and the def2-TZVPD basis) on 2 unconnected molecules or ions with the total composition C2H8NO at a distorted geometry.

ORCA input file:
```
! RIJCOSX wB97M-V def2-TZVPD def2/J DEFGRID3
* xyz -1 1
O -2.3298 0.8983 0.7943
H -1.6881 1.0395 1.4937
C 0.0658 0.3529 -1.2283
N 0.0517 -0.8492 -0.3668
C 0.9559 -0.6715 0.7806
H -0.2667 1.2895 -0.7575
H 1.0498 0.4975 -1.7276
H -0.5611 0.0045 -2.0535
H -0.9049 -0.6675 -0.0221
H 2.0076 -0.7620 0.4559
H 0.6478 -1.4990 1.4195
H 0.9722 0.3669 1.2120
*
```

Properties
Kohn-Sham gap in eV: 6.81
DFT total energy in eV: -5740.1666
HOMO in eV: -2.48
Maximum force in hartree/bohr: 0.03823
Relative energy (zero: lowest compared OMol25 entry of this formula, charge and spin) in kcal/mol: 23.2

Here are the Löwdin charges for atoms 1 to 8, given in e: number 1, O, carries -0.61; number 2, H, carries -0.21; number 3, C, carries -0.21; number 4, N, carries -0.20; number 5, C, carries -0.19; number 6, H, carries 0.06; number 7, H, carries 0.06; number 8, H, carries 0.06

---

No. 7
ORCA calculation (the ωB97M-V functional and the def2-TZVPD basis) on 2 unconnected molecules or ions with the total composition C2H8NO.

ORCA input file:
```
! RIJCOSX wB97M-V def2-TZVPD def2/J DEFGRID3
* xyz -1 1
O -0.8030 -2.8098 0.0992
H -0.2481 -2.2346 -0.4490
C -0.8707 1.0299 -0.4447
N 0.4112 0.3490 -0.6067
C 1.0943 0.1548 0.6617
H -0.7288 2.1157 -0.4405
H -1.5474 0.7564 -1.2463
H -1.3901 0.7479 0.4836
H 0.2161 -0.5254 -1.0725
H 1.1371 1.1255 1.1577
H 2.1220 -0.1702 0.4930
H 0.6073 -0.5391 1.3646
*
```

Properties
Kohn-Sham gap in eV: 6.45
DFT total energy in eV: -5740.2009
HOMO in eV: -2.23
Maximum force in hartree/bohr: 0.00998
Relative energy (zero: lowest compared OMol25 entry of this formula, charge and spin) in kcal/mol: 22.4

Here are the Löwdin charges for atoms 1 to 8, given in e: number 1, O, carries -0.67; number 2, H, carries -0.25; number 3, C, carries -0.17; number 4, N, carries -0.19; number 5, C, carries -0.18; number 6, H, carries 0.06; number 7, H, carries 0.07; number 8, H, carries 0.07

---

No. 8
ORCA calculation (the ωB97M-V functional and the def2-TZVPD basis) on C2H8NO in the gas phase at a distorted geometry.

ORCA input file:
```
! RIJCOSX wB97M-V def2-TZVPD def2/J DEFGRID3
* xyz 0 2
C -0.2747 -0.3048 -0.8971
O 0.3733 0.8944 -1.1014
C -0.7304 -0.2014 0.5178
N 0.5652 -0.3886 1.3400
H 0.4924 -1.0986 -1.1002
H -1.2107 -0.4810 -1.5722
H 0.0797 1.4179 -1.8690
H -1.1799 0.7647 0.8712
H -1.6309 -0.8401 0.9101
H 0.9730 -1.1865 0.9652
H 0.2940 -0.3770 2.2717
H 1.2699 0.4026 1.2305
*
```

Properties
<S²>: 0.7504
Kohn-Sham gap (alpha / beta) in eV: 3.96 / 11.66
DFT total energy in eV: -5736.7450
HOMO (alpha / beta) in eV: -3.32 / -11.20
Maximum force in hartree/bohr: 0.08096
Relative energy (zero: lowest compared OMol25 entry of this formula, charge and spin) in kcal/mol: 68.2

Here are the Löwdin charges for atoms 1 to 8, given in e: number 1, C, carries -0.35; number 2, O, carries -0.11; number 3, C, carries -0.26; number 4, N, carries 0.05; number 5, H, carries 0.12; number 6, H, carries 0.15; number 7, H, carries 0.11; number 8, H, carries 0.10